# 1
C12H19MnN2O16 as an isolated structure in a non-equilibrium geometry, computed with ωB97M-V/def2-TZVPD.

Geometry as XYZ:
```
50
C12H19MnN2O16 (ωB97M-V/def2-TZVPD)
Mn -0.586 -1.390 -1.916
O -1.852 -2.849 -2.379
O -2.054 -0.103 -1.014
O -3.319 1.256 0.247
O -0.169 -3.547 1.721
O -0.255 -1.945 0.155
O 0.783 -4.033 -4.112
O -0.971 0.473 -5.784
O -1.945 2.116 -1.235
O 0.656 0.375 -1.238
O 0.855 2.059 0.245
O 2.816 -3.438 -3.615
O -1.456 -1.623 -5.475
O 2.638 1.254 -0.753
O 0.340 -1.477 2.275
O 1.098 -2.549 -2.594
O -0.779 -0.428 -3.800
N -1.064 -0.525 -5.042
N 1.590 -3.344 -3.461
C 3.948 3.207 -0.616
C 1.937 2.737 0.888
C -3.691 3.083 1.746
C 1.315 1.136 -0.607
C 1.301 -4.669 3.263
C 0.004 -2.288 1.257
C 3.189 2.162 0.194
C -2.423 0.988 -0.717
C 0.171 -3.631 3.093
C 0.599 -2.230 3.449
C -3.569 2.656 0.299
C -2.382 3.256 -0.482
H 0.908 -5.599 2.855
H -4.505 2.794 -0.249
H 1.679 -2.113 3.592
H -2.648 -2.466 -1.982
H -4.421 2.445 2.241
H 3.243 3.744 -1.250
H 1.934 2.459 1.940
H 4.710 2.717 -1.219
H 2.214 -4.310 2.793
H 3.818 1.760 0.989
H 4.468 3.923 0.024
H -2.711 2.964 2.206
H -2.582 4.119 -1.110
H 1.529 -4.860 4.314
H -0.716 -3.902 3.667
H 1.900 3.821 0.786
H -4.073 4.102 1.804
H 0.147 -1.844 4.363
H -1.619 3.556 0.241
```

## Properties
* multiplicity: 6
* E_HOMO (alpha / beta): -3.28 / -3.97 eV
* gap between HOMO and LUMO (alpha / beta): 4.9 / 5.6 eV
* charge: -1
* ΔE to the lowest compared entry with this formula, charge and spin: 31.1 kcal per mole
* lowest unoccupied orbital energy (alpha / beta): 1.6 / 1.6 eV


# 2
C6H16N4O as an isolated structure in a non-equilibrium geometry, computed with ωB97M-V/def2-TZVPD.

Geometry as XYZ:
```
27
C6H16N4O (ωB97M-V/def2-TZVPD)
O -0.912 2.165 -2.614
N -1.171 -0.133 -1.209
N -0.607 -0.495 2.093
N 0.851 -0.627 -1.945
N 0.292 1.467 -2.292
C 0.151 -0.033 3.299
C -0.027 0.203 -1.768
C -1.689 0.421 0.138
C -0.583 0.578 1.162
C 2.089 -0.368 -2.483
C -0.102 -1.858 1.759
H 0.890 -1.760 1.361
H 0.942 1.438 -3.149
H -2.651 0.006 0.501
H -0.649 1.524 1.609
H 3.018 0.045 -1.594
H 0.286 -0.939 3.983
H -0.475 0.908 3.838
H -1.944 1.488 -0.047
H -0.736 -2.434 0.888
H -1.621 1.259 -2.456
H 0.317 0.687 0.542
H -0.194 -2.457 2.741
H 1.765 0.759 -3.352
H 2.620 -1.279 -3.240
H -1.193 -1.221 -1.120
H 1.331 0.659 3.354
```

## Properties
* E_HOMO: -8.66 eV
* gap between HOMO and LUMO: 9.4 eV
* ΔE to the lowest compared entry with this formula, charge and spin: 128.6 kcal per mole
* lowest unoccupied orbital energy: 0.7 eV


# 3
A 2-piece molecular cluster, C2H7OS overall in a non-equilibrium geometry, computed with ωB97M-V/def2-TZVPD.

Geometry as XYZ:
```
11
C2H7OS (ωB97M-V/def2-TZVPD)
S -0.082 -0.373 -0.835
O 1.498 0.242 -3.468
C -0.427 -0.759 0.924
C -0.453 0.531 1.785
H 0.064 1.318 1.186
H -1.377 -1.338 1.047
H 1.121 0.715 -2.701
H 0.694 -0.224 -3.755
H 0.470 -1.363 1.108
H 0.015 0.449 2.745
H -1.523 0.803 1.965
```

## Properties
* multiplicity: 2
* E_HOMO (alpha / beta): -9.64 / -9.24 eV
* gap between HOMO and LUMO (alpha / beta): 10.5 / 7.1 eV
* ΔE to the lowest compared entry with this formula, charge and spin: 6.3 kcal per mole
* lowest unoccupied orbital energy (alpha / beta): 0.9 / -2.1 eV


# 4
A 12-piece molecular cluster, C50H66F6O10S4 overall in a non-equilibrium geometry, computed with ωB97M-V/def2-TZVPD.

Geometry as XYZ:
```
136
C50H66F6O10S4 (ωB97M-V/def2-TZVPD)
S 4.669 2.162 -2.359
S 0.554 1.867 -4.777
S 4.950 -2.464 -2.597
S -5.225 0.434 1.242
F -3.003 1.926 -1.919
F 0.230 1.119 2.814
F -0.071 -4.016 -3.698
F 7.632 1.672 4.465
F 0.718 -1.072 7.030
F 2.633 -0.666 0.776
O -1.432 -1.958 4.161
O 4.400 3.484 -3.067
O -1.418 -0.224 5.451
O -3.917 -3.110 1.066
O 4.445 -1.751 -1.361
O -5.578 -2.842 -0.426
O 0.927 0.940 -3.640
O -2.377 -2.109 6.211
O -5.663 0.421 2.680
O -6.053 -2.756 1.684
C 5.044 1.454 1.968
C 4.337 -0.779 5.124
C -1.717 -2.552 -7.158
C 4.276 -0.685 6.504
C 4.983 -1.181 -3.883
C 1.964 -1.174 5.012
C -5.942 1.959 0.580
C -5.008 1.441 -3.066
C 6.022 2.600 -1.269
C -0.670 -3.544 -4.792
C -3.104 0.037 -3.359
C 3.060 -0.910 7.140
C 1.214 -0.995 -1.088
C -3.709 1.116 -2.716
C 3.202 -1.018 4.383
C 3.252 1.915 -1.285
C 5.500 2.642 4.413
C -5.712 0.662 -3.957
C 0.457 -1.429 1.181
C -0.046 -1.363 -1.572
C -1.017 -1.796 -0.684
C -5.142 -0.483 -4.501
C -0.165 4.641 2.211
C 1.803 3.166 -4.862
C 4.048 2.207 2.583
C -4.823 -2.482 -1.556
C 1.895 -1.041 6.398
C -0.422 -2.231 -5.186
C 3.508 -3.359 -3.252
C -1.877 -3.254 3.843
C -3.799 -0.747 -4.263
C 1.441 -1.080 0.270
C -1.842 0.558 6.555
C 0.333 3.548 0.165
C -2.000 -3.859 -6.773
C -0.796 -1.771 0.689
C 0.123 2.273 2.133
C -5.079 -2.918 0.796
C -3.449 0.871 1.221
C 0.056 4.729 0.845
C 0.371 2.310 0.765
C 4.242 2.792 3.822
C -1.461 -4.347 -5.588
C -1.801 -1.482 5.362
C 6.498 1.925 3.782
C -0.765 2.871 -4.018
C 6.293 1.338 2.561
C -0.152 3.417 2.873
C -0.887 -1.727 -6.386
C -5.620 -2.803 3.047
H 3.813 -4.003 -4.076
H -3.316 -1.639 -4.641
H -2.187 -2.093 -8.019
H -5.373 2.869 0.786
H 3.113 2.762 -0.612
H 0.465 3.652 -0.909
H 1.088 -1.334 4.401
H -3.957 -3.126 -1.701
H -0.445 3.310 3.908
H -2.933 0.366 2.034
H -2.920 0.694 6.530
H -0.727 -0.723 -6.752
H 5.299 -0.580 4.665
H -6.229 1.967 -0.472
H 2.331 1.670 -1.810
H -1.168 -3.668 3.121
H 0.297 -1.623 -4.643
H 3.148 -0.982 3.302
H -5.501 2.349 -2.739
H 5.864 3.633 -0.950
H -6.893 2.135 1.089
H 0.047 5.681 0.337
H -3.080 0.426 0.294
H 3.110 2.312 2.047
H 2.194 3.341 -3.862
H 5.764 -0.547 -3.470
H 6.181 2.008 -0.370
H -2.007 -2.105 -0.997
H -5.105 -1.862 3.251
H -1.735 2.419 -4.202
H 3.100 -0.930 8.223
H -0.801 3.845 -4.520
H -6.504 -2.828 3.676
H 7.018 0.738 2.024
H 5.170 -0.420 7.051
H 2.024 -0.742 -1.757
H 2.617 2.757 -5.462
H -0.305 5.561 2.768
H 3.534 1.041 -0.686
H -1.626 -5.350 -5.207
H 3.434 3.242 4.380
H -2.574 -4.496 -7.430
H -1.353 1.526 6.466
H 3.075 -3.995 -2.477
H -6.726 0.951 -4.200
H -0.206 -1.423 -2.637
H -4.947 -3.617 3.307
H 4.868 0.950 1.029
H -1.617 -1.936 1.373
H -4.548 -1.435 -1.695
H -5.724 -1.093 -5.179
H -0.582 3.127 -2.977
H 5.135 -1.561 -4.889
H 2.704 -2.656 -3.473
H 0.687 -1.423 2.235
H -1.951 -3.984 4.646
H 1.392 3.998 -5.430
H 0.661 1.405 0.248
H 4.013 -0.688 -3.811
H 6.978 2.609 -1.791
H -2.820 -3.279 3.293
H -5.515 -2.619 -2.389
H -2.056 -0.120 -3.123
H 5.746 2.949 5.423
H -3.326 1.950 1.227
H -1.454 0.118 7.474
```

## Properties
* E_HOMO: -8.77 eV
* gap between HOMO and LUMO: 9.0 eV
* ΔE to the lowest compared entry with this formula, charge and spin: 0.0 kcal per mole
* lowest unoccupied orbital energy: 0.2 eV


# 5
An isolated molecule of C5H2O, computed with ωB97M-V/def2-TZVPD.

Geometry as XYZ:
```
8
C5H2O (ωB97M-V/def2-TZVPD)
O -2.872 0.184 0.269
C -0.110 0.155 -0.533
C -1.759 0.207 -0.182
C 1.169 -0.099 -0.025
C -1.037 0.481 -1.413
C 2.275 -0.314 0.403
H 3.259 -0.503 0.777
H -0.926 -0.112 0.703
```

## Properties
* E_HOMO: -9.68 eV
* gap between HOMO and LUMO: 9.2 eV
* ΔE to the lowest compared entry with this formula, charge and spin: 82.3 kcal per mole
* lowest unoccupied orbital energy: -0.5 eV


# 6
C31H50AlF4N4NaO12 as an isolated structure in a non-equilibrium geometry, computed with ωB97M-V/def2-TZVPD.

Geometry as XYZ:
```
103
C31H50AlF4N4NaO12 (ωB97M-V/def2-TZVPD)
Al -2.615 -6.699 -5.770
Na -0.512 -1.475 4.485
F -1.622 0.009 7.604
F 0.293 -0.444 6.408
F -0.481 1.762 6.780
F -4.721 -8.887 -5.973
O 3.844 1.423 -2.206
O -11.019 -0.548 -4.322
O 7.759 2.012 4.639
O 9.655 2.687 4.301
O 9.183 1.933 6.304
O -10.819 -3.789 -7.723
O 8.997 1.212 1.850
O -8.690 -1.370 -3.183
O -0.265 6.198 3.582
O -8.534 -4.668 -6.534
O -4.241 -5.001 -4.357
O -1.665 0.313 5.275
N 0.053 1.310 3.767
N 1.629 7.456 4.162
N 1.970 0.480 2.628
N 2.270 1.661 3.265
C 1.062 3.627 4.781
C 0.938 6.169 3.928
C 6.139 1.904 2.352
C 4.827 1.229 2.977
C -1.593 -2.416 -0.954
C -9.179 -2.002 -4.286
C 1.147 2.261 3.968
C 4.830 2.263 -1.556
C 2.505 1.753 -1.798
C -9.081 -3.708 -6.019
C -10.456 -1.487 -4.858
C -0.842 -0.635 0.911
C -0.878 0.454 6.486
C 4.714 2.017 0.053
C -1.351 -2.931 -2.453
C 8.884 2.195 5.148
C 0.608 0.228 2.910
C -5.041 -5.705 -5.345
C 6.157 2.001 0.750
C -3.634 -2.698 -3.741
C 3.631 2.276 3.226
C -1.359 1.348 4.280
C -2.133 -2.081 -3.576
C -10.343 -3.176 -6.607
C -3.669 -3.783 -4.947
C 1.830 4.861 4.100
C -8.542 -3.040 -4.829
C -0.082 -1.119 2.268
C 9.770 0.718 0.762
C -0.409 -1.459 -0.400
C -10.983 -2.139 -6.060
H -1.974 -0.706 1.060
H 1.798 1.275 -2.568
H -0.928 -1.560 2.960
H 9.578 1.775 2.378
H 4.545 3.362 -1.753
H 9.140 0.077 0.145
H 2.753 5.106 4.723
H 0.586 -2.013 -0.292
H -2.553 -1.773 -0.936
H -0.055 3.917 4.833
H 3.669 3.175 2.505
H -4.236 -3.417 -5.864
H -0.255 -2.981 -2.768
H -2.151 -0.953 -3.373
H -10.183 -4.505 -7.918
H -4.416 -1.878 -3.902
H 3.809 2.736 4.271
H -0.239 -0.681 -1.238
H 2.201 1.298 -0.781
H 4.526 0.302 2.389
H 6.328 2.892 2.894
H 0.666 -1.962 2.096
H -1.642 -2.210 -4.613
H -6.015 -5.146 -5.560
H 2.453 7.434 3.532
H 5.130 0.848 4.026
H 5.890 2.130 -1.946
H -2.597 -4.032 -5.277
H -2.033 1.126 3.371
H -0.554 0.463 0.717
H -11.900 -1.744 -6.476
H -1.775 -4.001 -2.504
H 2.281 2.874 -1.778
H -9.331 -0.658 -2.988
H -7.616 -3.425 -4.422
H -1.606 2.408 4.612
H 10.613 0.137 1.142
H 10.135 1.553 0.159
H -1.693 -3.346 -0.275
H 6.726 2.960 0.475
H 4.233 0.996 0.209
H -4.428 -5.901 -6.303
H 1.037 8.244 3.862
H -3.864 -3.227 -2.749
H 7.019 1.221 2.642
H 2.201 4.574 3.050
H -5.340 -6.710 -4.873
H 1.396 3.517 5.879
H 4.002 2.822 0.434
H 6.732 1.108 0.341
```

## Properties
* E_HOMO: -10.69 eV
* gap between HOMO and LUMO: 1.6 eV
* charge: +2
* lowest unoccupied orbital energy: -9.1 eV


| no. | molar mass (g/mol) |
| --- | --- |
| 1 | 502.220 |
| 2 | 160.221 |
| 3 | 79.144 |
| 4 | 1069.324 |
| 5 | 78.070 |
| 6 | 796.721 |